No. 1
C39H56CaN3O5P2Te as an isolated structure in a non-equilibrium geometry, computed with ωB97M-V/def2-TZVPD.

Structure (ORCA input):
```
! RIJCOSX wB97M-V def2-TZVPD def2/J DEFGRID3
* xyz -1 1
Te 2.372 -2.145 -2.431
Ca 0.077 1.090 -0.066
P -2.250 -0.341 0.032
P 1.937 0.215 1.879
O 0.470 -0.222 -1.470
O 0.555 1.799 -3.479
O 1.543 2.302 -0.608
O 3.513 2.706 -1.625
O 2.559 0.651 -1.898
N -2.802 2.100 -4.231
N -2.194 2.695 -1.923
N -0.682 1.136 2.051
C 0.114 2.000 2.752
C -0.370 3.111 3.456
C 2.118 -5.312 -5.426
C 3.217 -0.466 4.431
C -0.697 -2.560 0.404
C 0.980 0.462 -3.672
C -2.940 -0.313 4.564
C -1.812 2.191 -5.282
C 2.273 -4.696 -6.658
C -2.502 -0.392 1.826
C 3.661 0.337 1.127
C 2.354 -2.567 -5.551
C -4.670 -2.148 4.416
C -4.412 1.335 -0.013
C 1.433 -0.078 -2.326
C 1.616 2.595 -3.002
C -1.714 0.496 2.613
C 2.220 -0.921 3.371
C 1.511 1.759 2.760
C 2.239 2.087 -1.678
C -2.011 0.524 4.001
C -3.409 -1.249 2.432
C 2.085 -4.559 -4.271
C -5.093 -1.043 -0.434
C 4.221 -1.076 0.954
C -1.761 -2.324 -1.852
C -1.955 -2.146 -0.351
C 0.873 -1.191 4.029
C -3.933 1.237 -4.478
C 4.721 1.293 1.666
C 2.219 -3.173 -4.306
C -2.435 2.353 -2.995
C 2.377 -3.316 -6.714
C 1.850 3.689 4.190
C 2.343 2.600 3.481
C 0.484 3.936 4.161
C -3.649 -1.236 3.796
C 2.791 4.554 4.982
C -3.993 -0.002 -0.618
H -0.426 -3.589 0.170
H 2.501 -2.826 -7.673
H -5.961 -0.767 -1.036
H -3.934 -1.971 1.822
H 0.124 -1.904 0.113
H -5.657 -1.677 4.410
H 0.084 4.778 4.713
H 5.021 -1.077 0.213
H -3.635 0.183 -4.545
H 1.967 -5.045 -3.313
H 2.450 -1.491 -5.606
H 1.798 0.435 -4.407
H 0.516 -0.296 4.532
H -4.771 -2.032 -0.751
H 2.926 0.498 4.841
H 5.618 1.219 1.047
H -0.849 -2.475 1.479
H -4.526 1.232 1.066
H 3.396 0.675 0.122
H -3.112 -0.273 5.633
H 2.319 -5.281 -7.566
H 1.213 3.592 -2.819
H -4.402 1.528 -5.422
H -1.433 3.319 3.442
H -3.645 2.083 -0.207
H -4.664 1.345 -3.679
H 0.964 -1.989 4.769
H 3.803 2.640 -0.706
H -5.410 -1.088 0.603
H 2.575 -1.863 2.934
H -0.904 -1.728 -2.162
H -2.242 2.717 -6.139
H 2.417 2.633 -3.757
H 2.030 -6.389 -5.366
H 2.245 5.347 5.489
H 4.618 -1.478 1.886
H -0.952 2.738 -4.906
H -4.412 -2.375 5.449
H 0.118 -0.102 -4.032
H 4.369 2.321 1.621
H -1.473 1.198 -5.597
H 3.432 -1.737 0.592
H 4.228 -0.394 4.040
H -1.453 1.197 4.638
H -5.356 1.683 -0.435
H -2.802 -2.752 -0.004
H 3.538 5.007 4.329
H -1.566 -3.369 -2.095
H -4.742 -3.083 3.863
H 3.226 -1.191 5.247
H -2.640 -1.992 -2.405
H -3.833 0.135 -1.695
H 0.129 -1.482 3.291
H 3.403 2.414 3.530
H 5.008 1.061 2.690
H 3.319 3.962 5.733
*
```

total energy	-100372.2648	eV
ΔE to the lowest compared entry with this formula, charge and spin	294.7	kJ/mol
HOMO-LUMO gap	6.19	eV

No. 2
A 2-piece molecular cluster, C2HCl3S overall in a non-equilibrium geometry, computed with ωB97M-V/def2-TZVPD.

Structure (ORCA input):
```
! RIJCOSX wB97M-V def2-TZVPD def2/J DEFGRID3
* xyz 0 1
Cl 1.594 1.347 4.011
Cl 2.428 3.215 2.012
Cl 0.870 -0.322 1.381
S 1.346 0.092 -1.357
C 2.599 1.677 2.778
C 1.385 -0.939 -0.186
H 1.652 -1.971 -0.143
*
```

total energy	-50488.6975	eV
ΔE to the lowest compared entry with this formula, charge and spin	288.1	kJ/mol
HOMO-LUMO gap	8.16	eV

Among the records above, which one has the highest ΔE to the lowest compared entry with this formula, charge and spin?
C39H56CaN3O5P2Te